Record 1
Entry from OMol25: a molecular structure, C22H25N3O2PtSb (the ωB97M-V functional and the def2-TZVPD basis).

Element x y z (Å)
1 C 1.618 2.306 -0.796
2 C 3.559 -1.230 -2.054
3 H -1.951 -2.884 3.204
4 H -2.129 2.137 5.882
5 C -1.666 -2.456 4.164
6 C 1.644 -2.337 -0.782
7 C -0.187 2.916 0.559
8 C -1.412 1.460 5.418
9 O 5.909 1.133 -3.400
10 C -0.032 -4.277 0.230
11 H -2.616 1.311 3.642
12 N 0.627 1.964 0.097
13 H -0.945 -2.614 1.236
14 C 4.105 -0.007 -2.411
15 C -0.159 -2.952 0.574
16 H 1.665 1.852 2.963
17 H -0.712 -5.010 0.631
18 C -1.580 1.510 3.913
19 H 3.244 0.922 4.655
20 H 1.101 5.652 -0.913
21 C -0.054 4.244 0.230
22 N 1.779 -0.016 -1.069
23 C 1.661 0.791 3.213
24 H -0.980 2.577 1.214
25 H 4.068 -2.150 -2.286
26 C -0.350 -1.702 4.081
27 H -0.417 1.781 5.718
28 H -0.729 4.975 0.643
29 C 2.373 -1.214 -1.335
30 H 2.200 -0.477 4.879
31 H -0.054 -1.348 5.068
32 H 1.642 1.135 5.345
33 H 1.126 -5.680 -0.918
34 C 2.360 1.188 -1.341
35 Pt 0.490 -0.018 0.368
36 H -2.475 -1.812 4.504
37 O 5.916 -1.140 -3.395
38 H -1.311 2.497 3.539
39 C 1.801 3.644 -1.158
40 H -1.569 -3.275 4.876
41 C 0.975 4.617 -0.639
42 H -1.593 0.462 5.811
43 H 4.051 2.135 -2.288
44 H 0.437 -2.351 3.692
45 H 2.610 -3.930 -1.847
46 C 1.000 -4.647 -0.638
47 C 3.548 1.211 -2.056
48 Sb -0.356 0.066 2.813
49 C 1.830 -3.673 -1.148
50 C 2.212 0.576 4.607
51 N 0.658 -1.998 0.119
52 C 5.579 -0.004 -3.220
53 H 2.577 3.904 -1.861
54 H 2.295 0.276 2.481

The molar mass comes out at 680.3 g mol⁻¹. For the LUMO energy, the calculation gives -4.509 eV. The total charge is +1. The value obtained for the energy relative to the best compared isomer or geometry (same formula, charge and spin) is 0.0000 eV. The value obtained for the max |F| is 3.298 eV/A.

Computed Löwdin charges, given in elementary charges: -0.161, 0.081, 0.051, 0.084, -0.177, -0.164, -0.126, -0.165, 0.035, -0.013, 0.051, -0.105, 0.079, -0.019, -0.123, 0.048, 0.120, -0.394, 0.081, 0.126, -0.013, -0.063, -0.429, 0.085, 0.126, -0.405, 0.059, 0.120, -0.176, 0.064, 0.050, 0.055, 0.126, -0.175, 0.957, 0.069, 0.034, 0.042, 0.038, 0.083, -0.005, 0.064, 0.126, 0.058, 0.131, -0.006, 0.081, 1.377, 0.037, -0.172, -0.107, -0.704, 0.131, 0.033



Record 2
Entry from OMol25: 9 unconnected molecules or ions with the total composition H18O9 (the ωB97M-V functional and the def2-TZVPD basis).

Element x y z (Å)
1 H -16.116 3.717 34.976
2 O -12.480 11.307 37.784
3 H -15.057 13.807 36.632
4 H -11.700 11.571 38.271
5 H -16.962 1.913 30.625
6 H -17.092 7.896 34.609
7 O -19.674 13.451 35.905
8 H -16.259 8.628 35.639
9 H -15.017 4.374 34.168
10 H -21.173 9.883 31.841
11 H -19.568 12.555 35.584
12 O -17.445 2.633 30.220
13 O -17.030 8.726 35.081
14 H -17.379 3.351 30.850
15 O -21.591 10.232 31.053
16 H -12.199 11.298 36.869
17 H -20.699 8.671 38.216
18 H -16.140 14.690 36.050
19 H -22.162 9.042 38.098
20 H -20.578 5.022 33.943
21 O -21.059 5.666 33.424
22 O -15.263 14.720 36.433
23 O -15.969 4.305 34.235
24 H -22.466 9.844 31.055
25 H -21.916 5.266 33.279
26 O -21.477 8.861 38.741
27 H -20.613 13.536 36.072

The molar mass comes out at 162.1 g mol⁻¹. For the LUMO energy, the calculation gives 0.014 eV. The total charge is 0. The value obtained for the energy relative to the best compared isomer or geometry (same formula, charge and spin) is 3.1581 eV. The value obtained for the max |F| is 0.299 eV/A.

Computed Löwdin charges, given in elementary charges: 0.029, -0.055, 0.024, 0.029, 0.026, 0.024, -0.053, 0.028, 0.030, 0.026, 0.026, -0.053, -0.054, 0.024, -0.053, 0.027, 0.027, 0.027, 0.027, 0.027, -0.055, -0.053, -0.054, 0.027, 0.028, -0.054, 0.029



Record 3
Entry from OMol25: 6 unconnected molecules or ions with the total composition C24H48O6 (the ωB97M-V functional and the def2-TZVPD basis).

Element x y z (Å)
1 C -5.901 -6.741 5.669
2 H -10.153 -8.844 14.815
3 H -8.520 -9.470 14.703
4 H -7.059 -7.150 3.777
5 C -11.246 -7.974 4.600
6 C -8.868 -7.633 13.562
7 H -9.004 -9.828 8.056
8 H -8.309 -8.232 16.818
9 C -9.644 -9.740 8.935
10 H -13.768 -10.938 7.596
11 H -7.312 -5.993 15.808
12 C -10.282 -11.356 10.582
13 H -9.846 -10.283 6.178
14 O -8.034 -6.556 14.020
15 C -8.475 -12.987 13.785
16 H -10.848 -9.955 3.536
17 C -9.566 -10.127 11.168
18 H -4.551 -7.862 6.976
19 H -10.219 -8.808 8.854
20 H -15.423 -14.294 9.031
21 O -11.739 -9.361 6.384
22 C -12.361 -8.350 5.582
23 H -7.655 -12.268 13.758
24 C -7.912 -14.306 13.165
25 O -8.908 -13.329 15.099
26 H -6.858 -15.210 14.788
27 H -11.615 -10.520 9.139
28 H -15.230 -10.516 8.425
29 C -14.412 -12.354 9.261
30 H -9.403 -6.951 16.254
31 H -9.653 -12.238 10.678
32 H -13.276 -8.705 5.100
33 C -6.958 -8.883 5.153
34 H -6.999 -14.153 12.600
35 H -11.476 -7.437 3.677
36 H -8.029 -16.327 14.101
37 O -5.778 -9.048 5.929
38 H -6.947 -9.465 4.231
39 H -10.245 -9.346 11.517
40 C -14.612 -11.373 8.135
41 C -5.595 -7.840 6.669
42 C -15.668 -13.241 9.209
43 C -7.522 -6.934 15.293
44 C -15.546 -12.156 7.220
45 H -12.558 -7.528 6.266
46 H -8.668 -14.951 16.323
47 H -5.048 -6.493 5.037
48 H -16.338 -13.189 10.063
49 C -8.678 -7.700 15.939
50 H -11.204 -11.463 11.161
51 H -8.922 -10.489 11.969
52 H -11.108 -11.082 5.431
53 H -14.404 -11.882 10.247
54 H -10.513 -11.688 8.390
55 H -13.444 -12.833 9.110
56 H -10.642 -7.269 5.177
57 O -16.459 -12.724 8.116
58 H -9.336 -12.644 13.214
59 H -9.782 -7.210 13.142
60 H -8.700 -14.702 12.513
61 C -10.766 -10.058 5.630
62 H -7.809 -9.226 5.754
63 H -6.604 -7.528 15.205
64 C -10.515 -9.276 4.321
65 H -15.064 -12.957 6.625
66 H -6.213 -5.835 6.189
67 H -6.266 -7.834 7.533
68 H -7.944 -6.971 5.291
69 H -9.479 -9.031 4.085
70 H -16.017 -11.550 6.440
71 H -9.901 -15.098 15.006
72 C -10.600 -10.917 9.154
73 C -7.847 -15.275 14.321
74 C -7.030 -7.375 4.840
75 O -8.789 -9.649 10.063
76 C -9.103 -8.550 14.753
77 H -8.413 -8.216 12.756
78 C -8.899 -14.753 15.280

The molar mass comes out at 432.6 g mol⁻¹. For the LUMO energy, the calculation gives 0.656 eV. The total charge is 0. The value obtained for the energy relative to the best compared isomer or geometry (same formula, charge and spin) is 2.4578 eV. The value obtained for the max |F| is 1.739 eV/A.

Computed Löwdin charges, given in elementary charges: -0.162, 0.111, 0.106, 0.106, -0.161, -0.202, 0.099, 0.112, -0.212, 0.099, 0.119, -0.161, 0.085, -0.136, -0.194, 0.112, -0.205, 0.122, 0.121, 0.114, -0.154, -0.178, 0.111, -0.163, -0.149, 0.114, 0.099, 0.118, -0.171, 0.114, 0.105, 0.118, -0.210, 0.108, 0.115, 0.112, -0.142, 0.117, 0.120, -0.175, -0.198, -0.172, -0.219, -0.247, 0.119, 0.119, 0.109, 0.116, -0.164, 0.108, 0.103, 0.116, 0.107, 0.110, 0.107, 0.107, -0.143, 0.097, 0.117, 0.107, -0.212, 0.091, 0.120, -0.146, 0.123, 0.109, 0.123, 0.098, 0.085, 0.121, 0.119, -0.159, -0.185, -0.159, -0.133, -0.177, 0.098, -0.195